Computed, not measured: C30H26BrN10O5S5Ta as an isolated structure, with ωB97M-V/def2-TZVPD.

## Properties
Energy above the lowest of the compared OMol25 structures with the same formula, charge and spin   31.9 kcal/mol
Max |F|   1.743 eV/Å
HOMO-LUMO gap (spin up / spin down)   0.208 / 0.216 hartree
Highest occupied orbital energy (spin up / spin down)   -12.1 / -12.1 eV
LUMO (spin up / spin down)   -0.236 / -0.229 Ha
Total charge   +2

Cartesian coordinates (Å):
Ta  -0.38050  -0.00360  -0.33800
O  -5.97430  -5.45630  0.23670
N  -5.71690  -4.62020  -0.58770
O  -6.13950  -4.56950  -1.71380
C  -4.80020  -3.55780  -0.14640
C  -4.76520  -3.32090  1.19270
C  -3.91650  -2.32100  1.73660
C  -3.85430  -2.03430  3.11210
C  -3.01150  -1.03630  3.54130
C  -2.22290  -0.36860  2.60330
N  -2.24360  -0.63740  1.31400
C  -3.08290  -1.58480  0.86230
C  -3.12780  -1.82380  -0.55190
N  -2.33020  -1.06700  -1.33980
C  -2.45090  -1.18000  -2.65290
C  -3.29130  -2.11190  -3.26100
C  -4.03710  -2.96570  -2.47840
C  -4.00880  -2.80430  -1.07920
H  -5.40230  -3.90480  1.84580
H  -4.46190  -2.59910  3.80320
H  -2.94140  -0.76960  4.58220
H  -1.54460  0.41330  2.90830
H  -1.85100  -0.50620  -3.25120
H  -3.33750  -2.16750  -4.33730
H  -4.65830  -3.72410  -2.93280
C  -1.57340  5.40870  1.04840
N  -1.96400  4.19720  0.34940
C  -3.22850  4.25540  -0.36320
C  -1.26120  3.06050  0.43740
N  -1.65120  1.90720  -0.02610
N  -0.04180  3.14170  1.09820
C  0.61960  2.11890  1.74870
N  1.57660  2.47700  2.60070
N  0.26660  0.87700  1.58740
H  -0.72580  5.90710  0.56940
H  -1.35510  5.21180  2.10030
H  -2.40720  6.10440  1.02180
H  -3.39860  5.28040  -0.68120
H  -4.05520  3.94380  0.27840
H  -3.20700  3.64820  -1.26510
H  -2.55470  1.94420  -0.48320
H  0.34180  4.07110  1.20780
H  1.85470  3.43550  2.72310
H  2.17190  1.75610  3.04750
H  0.74410  0.26480  2.27130
O  3.99940  -5.49440  -1.03650
C  3.17610  -4.64860  -0.96080
S  2.23710  -4.31020  0.52410
C  1.35490  -2.94940  -0.12040
C  1.57730  -2.60440  -1.42240
S  0.76760  -1.29130  -2.17070
S  2.74130  -3.55470  -2.30660
S  0.25070  -2.09000  0.87530
Br  -0.89060  4.11090  -2.87840
C  0.99440  4.11320  -2.79350
C  1.66640  5.26440  -3.17000
C  3.04780  5.30510  -3.07850
C  3.74910  4.20500  -2.60590
C  3.07080  3.07080  -2.20230
C  1.67940  3.00750  -2.29360
C  0.97320  1.83300  -1.73610
O  -0.11470  1.40230  -2.18550
O  1.46070  1.29450  -0.70640
H  1.10660  6.11510  -3.52770
H  3.58180  6.19660  -3.37010
H  4.82460  4.23730  -2.55850
H  3.60270  2.22040  -1.80520
S  1.30760  -0.98290  3.95660
C  2.83990  -0.48060  4.32050
N  3.62740  -1.25520  5.15060
C  4.88790  -0.91890  5.45380
C  5.42510  0.22950  4.93270
C  4.57580  1.01290  4.12980
N  3.34660  0.67670  3.84010
H  3.19980  -2.09580  5.52840
H  5.43720  -1.57140  6.11570
H  6.43380  0.53810  5.14470
H  4.92340  1.95130  3.71890